(1)
DFT (the ωB97M-V functional and the def2-TZVPD basis) results for a cluster of 7 separate species, C25H37F18O15P2 in total in a non-equilibrium geometry.

Each line ends with the Löwdin charge.
Atoms and positions in Å:
1 O -0.989 0.850 -4.854  -0.304
2 P -1.706 2.009 -4.210  0.537
3 O -1.122 3.428 -4.917  -0.129
4 O -3.351 2.010 -4.521  -0.142
5 C -1.404 2.199 -2.377  -0.412
6 P -1.450 0.604 -1.415  1.081
7 H -0.499 3.838 -4.292  0.060
8 H -3.532 1.342 -5.209  0.080
9 H -0.396 2.666 -2.238  0.061
10 H -2.200 2.894 -1.984  0.081
11 H -2.552 0.608 -0.508  0.028
12 H -0.263 0.578 -0.606  0.021
13 H -1.507 -0.570 -2.215  0.012
14 C -2.744 8.771 -1.608  -0.044
15 C -1.925 8.004 -2.626  -0.177
16 O -0.939 7.179 -1.972  0.047
17 C -1.369 6.008 -1.517  -0.399
18 O -2.493 5.602 -1.611  0.159
19 C -0.217 5.224 -0.901  -0.531
20 F 0.552 5.971 -0.113  0.193
21 F 0.596 4.703 -1.846  0.141
22 F -0.639 4.190 -0.152  0.142
23 H -2.091 9.345 -0.948  0.055
24 H -3.433 9.453 -2.106  0.096
25 H -3.323 8.093 -0.977  0.083
26 H -1.374 8.701 -3.257  0.130
27 H -2.557 7.404 -3.283  0.127
28 C 4.585 -0.503 0.414  -0.056
29 C 3.827 -1.630 1.084  -0.193
30 O 3.351 -1.226 2.381  0.041
31 C 2.217 -0.529 2.399  -0.392
32 O 1.585 -0.225 1.425  0.126
33 C 1.811 -0.218 3.837  -0.545
34 F 2.841 0.203 4.574  0.182
35 F 1.313 -1.304 4.444  0.166
36 F 0.876 0.731 3.908  0.169
37 H 5.389 -0.145 1.059  0.089
38 H 5.012 -0.837 -0.532  0.088
39 H 3.931 0.349 0.216  0.073
40 H 4.494 -2.475 1.251  0.131
41 H 3.002 -1.987 0.464  0.123
42 C -1.194 -3.385 2.985  -0.054
43 C 0.144 -4.070 3.171  -0.205
44 O 0.040 -5.472 2.884  0.034
45 C 0.105 -5.802 1.590  -0.383
46 O 0.239 -5.020 0.695  0.162
47 C 0.034 -7.317 1.426  -0.545
48 F -0.920 -7.866 2.187  0.169
49 F 1.189 -7.901 1.773  0.167
50 F -0.224 -7.680 0.171  0.177
51 H -1.963 -3.877 3.585  0.089
52 H -1.133 -2.336 3.281  0.074
53 H -1.520 -3.433 1.944  0.073
54 H 0.458 -3.988 4.211  0.127
55 H 0.923 -3.607 2.561  0.115
56 C 0.968 -8.715 5.887  -0.055
57 C 1.811 -9.444 4.860  -0.208
58 O 2.787 -10.277 5.502  0.029
59 C 2.351 -11.473 5.915  -0.386
60 O 1.232 -11.869 5.785  0.177
61 C 3.497 -12.271 6.530  -0.545
62 F 4.242 -11.528 7.359  0.164
63 F 4.321 -12.747 5.586  0.168
64 F 3.063 -13.316 7.233  0.173
65 H 1.604 -8.156 6.577  0.084
66 H 0.281 -8.023 5.398  0.075
67 H 0.384 -9.416 6.486  0.081
68 H 2.365 -8.722 4.260  0.118
69 H 1.194 -10.028 4.174  0.125
70 C 3.059 10.220 2.390  -0.059
71 C 3.076 10.176 0.876  -0.200
72 O 1.742 10.260 0.347  0.022
73 C 1.230 11.492 0.254  -0.388
74 O 1.798 12.491 0.576  0.186
75 C -0.163 11.440 -0.366  -0.529
76 F -0.919 10.457 0.155  0.134
77 F -0.106 11.219 -1.690  0.164
78 F -0.838 12.573 -0.196  0.183
79 H 2.405 9.441 2.788  0.082
80 H 4.064 10.075 2.790  0.085
81 H 2.677 11.175 2.753  0.080
82 H 3.483 9.223 0.539  0.124
83 H 3.707 10.963 0.458  0.128
84 C -2.863 -1.735 -5.281  -0.073
85 C -3.302 -3.177 -5.115  -0.200
86 O -4.311 -3.515 -6.074  0.029
87 C -3.866 -3.845 -7.294  -0.381
88 O -2.715 -3.868 -7.611  0.182
89 C -5.032 -4.230 -8.198  -0.546
90 F -6.059 -3.375 -8.088  0.165
91 F -5.503 -5.446 -7.894  0.173
92 F -4.686 -4.256 -9.483  0.178
93 H -3.726 -1.064 -5.235  0.075
94 H -2.154 -1.455 -4.502  0.045
95 H -2.388 -1.577 -6.250  0.089
96 H -3.752 -3.315 -4.131  0.124
97 H -2.457 -3.864 -5.182  0.130

Output
Energy = -124726.313 eV
2S+1 = 1
Charge = +1
Frontier orbital gap = 8.76 eV

(2)
DFT (the ωB97M-V functional and the def2-TZVPD basis) results for a structure of composition C25H37F5N6NdSSeSi in a non-equilibrium geometry.

Each line ends with the Löwdin charge.
Atoms and positions in Å:
1 Nd 11.985 13.187 6.389  1.452
2 F 11.732 19.993 6.394  0.122
3 C 11.461 18.762 6.874  -0.112
4 C 12.472 17.782 6.789  -0.106
5 F 13.675 18.132 6.276  0.110
6 C 12.174 16.544 7.339  -0.216
7 F 13.125 15.520 7.275  -0.143
8 C 10.945 16.183 7.863  -0.583
9 S 10.676 14.593 8.575  0.553
10 C 9.974 17.192 7.834  -0.229
11 F 8.769 16.952 8.414  0.067
12 C 10.180 18.462 7.303  -0.126
13 F 9.227 19.409 7.411  0.129
14 C 6.512 12.575 5.901  -0.011
15 N 7.825 12.540 6.602  -0.142
16 C 7.896 12.109 7.974  -0.036
17 C 8.985 12.784 5.922  -0.419
18 N 10.043 11.992 5.793  -0.063
19 C 10.043 10.670 6.347  -0.239
20 C 9.040 9.716 5.942  -0.018
21 C 8.921 8.533 6.681  -0.082
22 C 9.941 8.185 7.583  -0.078
23 C 11.080 8.986 7.766  -0.017
24 C 11.207 10.218 7.067  -0.256
25 N 12.415 10.961 6.986  -0.114
26 C 13.537 10.218 6.771  -0.366
27 N 13.628 9.224 5.857  -0.111
28 C 12.724 9.181 4.690  -0.005
29 C 14.531 8.046 6.034  -0.034
30 N 14.659 10.627 7.429  -0.095
31 C 14.541 11.596 8.534  -0.030
32 C 16.034 10.158 7.074  -0.024
33 N 9.038 13.934 5.186  -0.135
34 C 8.204 15.118 5.505  -0.008
35 C 10.023 14.100 4.158  -0.078
36 H 6.027 11.607 6.087  0.098
37 H 6.666 12.678 4.839  0.089
38 H 5.918 13.384 6.332  0.095
39 H 6.908 11.929 8.389  0.102
40 H 8.398 12.909 8.583  0.066
41 H 8.462 11.208 8.116  0.068
42 H 8.339 9.976 5.131  0.125
43 H 8.093 7.820 6.484  0.120
44 H 9.880 7.249 8.139  0.109
45 H 11.911 8.718 8.424  0.121
46 H 12.206 10.144 4.683  0.074
47 H 11.926 8.443 4.881  0.100
48 H 13.306 8.995 3.741  0.124
49 H 14.768 7.858 7.099  0.098
50 H 15.450 8.087 5.430  0.092
51 H 13.946 7.186 5.696  0.094
52 H 15.320 11.452 9.286  0.106
53 H 13.572 11.479 9.000  0.081
54 H 14.556 12.637 8.158  0.070
55 H 16.662 10.963 7.428  0.063
56 H 16.175 10.061 5.956  0.115
57 H 16.332 9.232 7.668  0.113
58 H 7.308 15.123 4.873  0.100
59 H 8.760 16.050 5.305  0.100
60 H 8.020 15.163 6.574  0.087
61 H 11.006 14.483 4.528  0.028
62 H 9.707 14.859 3.401  0.132
63 H 10.277 13.162 3.724  0.081
64 C 15.902 15.921 7.390  -0.207
65 Si 16.113 14.937 5.786  0.054
66 C 17.523 13.695 6.084  -0.226
67 C 16.568 16.169 4.445  -0.247
68 Se 14.348 13.954 4.866  0.185
69 H 16.951 16.144 7.659  0.047
70 H 15.496 15.292 8.169  0.010
71 H 15.307 16.832 7.311  0.014
72 H 18.491 14.223 6.034  0.037
73 H 17.510 12.904 5.330  0.016
74 H 17.416 13.225 7.107  0.029
75 H 17.357 16.844 4.720  0.024
76 H 15.654 16.792 4.282  0.035
77 H 16.803 15.686 3.501  0.025

Output
Energy = -148385.298 eV
2S+1 = 4
Charge = +1
Frontier orbital gap (spin up / spin down) = 7.36 / 8.05 eV
Expectation value of S² = 3.754
Energy relative to the best compared isomer or geometry (same formula, charge and spin) = 0.00 kcal per mole

(3)
DFT (the ωB97M-V functional and the def2-TZVPD basis) results for a structure of composition C25H37MoN8O4PS3SbSe.

Each line ends with the Löwdin charge.
Atoms and positions in Å:
1 Mo 0.154 -0.023 0.322  1.207
2 S 0.410 5.396 -0.259  -0.359
3 Sb -0.300 3.206 -0.321  0.158
4 S 1.293 1.681 -1.188  -0.062
5 S -0.343 2.159 1.785  -0.133
6 N 0.261 -0.812 2.457  -0.091
7 N 1.575 -1.107 2.850  0.006
8 C 2.580 -0.430 2.124  -0.729
9 O 3.723 -0.477 2.566  -0.002
10 O 2.173 0.139 1.064  -0.276
11 H -0.162 -0.070 3.016  0.038
12 H -0.317 -1.668 2.459  0.057
13 H 1.742 -1.132 3.848  0.131
14 N 0.743 -1.759 -0.382  -0.318
15 P 1.662 -2.956 -0.574  0.569
16 N 1.398 -4.374 0.320  -0.195
17 C 1.526 -4.254 1.772  -0.232
18 C 1.684 -5.637 2.389  -0.189
19 C 0.475 -6.503 2.046  -0.216
20 C 0.252 -6.522 0.536  -0.193
21 C 0.172 -5.103 -0.014  -0.213
22 N 1.548 -3.518 -2.146  -0.213
23 C 2.524 -4.459 -2.663  -0.231
24 C 1.957 -5.169 -3.886  -0.191
25 C 1.682 -4.170 -5.022  -0.203
26 C 1.356 -2.777 -4.462  -0.178
27 C 0.656 -2.882 -3.117  -0.215
28 N 3.289 -2.692 -0.320  -0.184
29 C 3.818 -1.507 -1.012  -0.209
30 C 5.102 -1.042 -0.347  -0.173
31 C 6.192 -2.119 -0.428  -0.197
32 C 5.580 -3.529 -0.376  -0.187
33 C 4.256 -3.521 0.380  -0.223
34 H 0.621 -3.781 2.177  0.101
35 H 2.358 -3.602 2.025  0.089
36 H 1.806 -5.553 3.471  0.106
37 H 2.592 -6.099 1.987  0.105
38 H -0.411 -6.071 2.524  0.111
39 H 0.591 -7.518 2.439  0.098
40 H -0.663 -7.067 0.291  0.104
41 H 1.086 -7.039 0.049  0.107
42 H -0.698 -4.586 0.416  0.107
43 H 0.052 -5.111 -1.097  0.103
44 H 2.778 -5.179 -1.880  0.106
45 H 3.464 -3.954 -2.941  0.104
46 H 1.024 -5.657 -3.589  0.104
47 H 2.639 -5.957 -4.216  0.100
48 H 0.845 -4.529 -5.627  0.099
49 H 2.547 -4.113 -5.688  0.096
50 H 0.730 -2.212 -5.153  0.105
51 H 2.277 -2.204 -4.323  0.109
52 H -0.279 -3.448 -3.230  0.114
53 H 0.379 -1.902 -2.737  0.067
54 H 3.072 -0.714 -0.970  0.060
55 H 4.002 -1.739 -2.075  0.110
56 H 4.872 -0.797 0.691  0.086
57 H 5.436 -0.118 -0.823  0.115
58 H 6.896 -1.987 0.398  0.099
59 H 6.768 -2.008 -1.353  0.096
60 H 6.271 -4.237 0.092  0.100
61 H 5.386 -3.894 -1.389  0.095
62 H 4.425 -3.146 1.399  0.115
63 H 3.858 -4.533 0.459  0.096
64 O -3.037 1.403 0.101  0.002
65 C -3.044 0.276 0.550  -0.446
66 N -1.954 -0.539 0.874  -0.010
67 C -2.401 -1.740 1.338  -0.414
68 O -1.739 -2.715 1.723  -0.004
69 C -3.914 -1.736 1.333  -0.088
70 C -4.823 -2.710 1.686  -0.016
71 C -6.172 -2.385 1.549  -0.094
72 C -6.569 -1.130 1.078  -0.090
73 C -5.633 -0.159 0.723  -0.004
74 C -4.305 -0.500 0.865  -0.081
75 H -4.496 -3.678 2.044  0.111
76 H -6.929 -3.117 1.808  0.090
77 H -7.626 -0.913 0.979  0.091
78 H -5.922 0.812 0.344  0.116
79 Se -2.570 -0.615 -3.866  0.366
80 C -1.598 -0.261 -2.390  -0.903
81 N -0.957 -0.038 -1.448  -0.190

Output
Energy = -162178.541 eV
2S+1 = 4
Charge = -2
Frontier orbital gap (spin up / spin down) = 5.97 / 6.07 eV
Expectation value of S² = 3.779
Energy relative to the best compared isomer or geometry (same formula, charge and spin) = 2.54 kcal per mole

Question: Among the records above, which one has the lowest 2S+1?
Answer: C25H37F18O15P2